(1)
Entry from the OMol25 dataset: C23H22Cl42NO3P2 as an isolated structure at a distorted geometry (the ωB97M-V functional and the def2-TZVPD basis).

Last column: Mulliken charge in e.
Atoms and positions in Å:
C -1.7544 -5.9563 0.5217  -0.76
C -0.6293 -4.7625 0.6389  -0.56
P -0.7600 -3.4224 -0.7381  0.20
C -0.4415 -4.2756 -2.4554  -0.88
C 0.5822 -2.0575 -0.4645  0.07
C 1.8134 -2.4922 0.5809  -0.32
C 2.9670 -1.3554 0.8329  -0.20
C 2.8109 0.1109 0.0999  -0.32
P 4.2362 1.3816 0.4882  0.48
C 3.5201 2.6562 1.7230  -0.64
O 5.5183 0.4970 1.3185  -0.51
N 1.6347 0.4606 -0.8364  0.91
C 1.6700 1.8912 -1.3893  0.11
O 2.7487 2.0451 -2.4043  -0.03
O 2.2921 2.5961 -3.4936  -0.38
C 0.5214 -0.5491 -1.1811  -0.43
C -0.7338 -0.1653 -2.2178  0.20
Cl -0.0997 0.3625 -3.9190  -0.13
C -1.8112 0.8873 -1.5724  0.22
C -2.1147 2.2207 -2.4751  -0.37
Cl -1.3827 1.4643 0.1554  -0.16
H -1.6498 -6.4195 -0.5555  0.24
H -2.8622 -5.5796 0.6725  0.21
H -1.5003 -6.7749 1.3490  0.29
H -0.6585 -4.2045 1.6926  0.36
H 0.4374 -5.2911 0.5745  0.26
H -0.1493 -5.3806 -2.1992  0.39
H 0.4148 -3.6865 -3.0170  0.30
H -1.4375 -4.1944 -3.0970  0.23
H 1.8445 -3.5587 1.1057  0.18
H 3.8539 -1.6173 1.5562  0.32
H 2.3299 2.6408 1.6533  0.27
H 3.8251 2.4547 2.8467  0.07
H 3.8342 3.7547 1.4134  0.32
H 5.2766 0.4636 2.2906  0.32
H 0.6729 2.2218 -1.9045  -0.24
H 1.8659 2.6892 -0.5229  0.08
H 2.3682 1.9341 -4.2628  0.31
H -1.3446 -1.1666 -2.4406  0.09
H -2.8547 0.3182 -1.4598  0.34
H -1.2797 3.0681 -2.3827  0.15
H -3.0937 2.7203 -2.0090  0.08
H -2.4008 1.9940 -3.6035  0.02
C 3.2135 4.6751 5.5588  0.28
Cl 2.9600 2.9254 5.3377  -0.14
Cl 4.9210 5.0727 5.2409  -0.03
Cl 2.1735 5.5739 4.4250  -0.03
Cl 2.7995 5.1286 7.2313  -0.05
C 4.6659 -1.7181 -2.7262  0.19
Cl 4.5988 -0.6956 -1.2686  -0.02
Cl 6.2464 -1.5135 -3.5230  -0.06
Cl 4.4503 -3.4254 -2.2646  -0.08
Cl 3.3683 -1.2379 -3.8487  -0.02
C 6.2025 -4.4865 -6.8829  0.29
Cl 5.9489 -6.2362 -7.1039  -0.10
Cl 7.9100 -4.0890 -7.2007  -0.10
Cl 5.1625 -3.5877 -8.0166  -0.10
Cl 5.7885 -4.0330 -5.2103  -0.02
C -5.3965 -7.6602 2.3083  0.30
Cl -6.4998 -7.2928 0.9583  -0.04
Cl -6.2659 -8.6010 3.5467  -0.08
Cl -4.0139 -8.6081 1.7044  -0.10
Cl -4.8063 -6.1390 3.0238  -0.09
C -2.5362 5.0150 -5.2193  0.26
Cl -1.7816 5.9950 -3.9368  -0.11
Cl -1.3399 3.8664 -5.8705  -0.08
Cl -3.9174 4.1146 -4.5438  0.01
Cl -3.1059 6.0838 -6.5260  -0.09
C 4.9664 2.3799 9.5126  0.29
Cl 5.1868 0.6481 9.8688  -0.10
Cl 3.9552 2.5629 8.0571  -0.02
Cl 4.1684 3.1736 10.8938  -0.10
Cl 6.5554 3.1350 9.2306  -0.10
C -5.1981 0.2327 -4.3204  0.13
Cl -4.3583 0.4905 -5.8706  -0.08
Cl -5.2630 1.7674 -3.4177  0.01
Cl -6.8550 -0.3440 -4.6312  -0.08
Cl -4.3160 -0.9831 -3.3622  -0.08
C 4.4480 9.1018 5.9032  0.27
Cl 5.2996 8.9390 4.3466  -0.11
Cl 3.1283 10.2872 5.7370  -0.10
Cl 3.7721 7.5233 6.3785  0.02
Cl 5.5921 9.6578 7.1508  -0.09
C -6.2760 3.8289 -0.0977  0.26
Cl -7.3512 5.1291 0.4751  -0.09
Cl -4.7842 3.8196 0.8765  -0.07
Cl -7.1023 2.2590 0.0666  -0.08
Cl -5.8660 4.1080 -1.8090  -0.01
C -9.7056 -4.9532 1.7811  0.33
Cl -8.8659 -4.6954 0.2309  -0.10
Cl -9.7705 -3.4185 2.6838  -0.09
Cl -11.3626 -5.5299 1.4703  -0.09
Cl -8.8236 -6.1691 2.7393  -0.04

Values from the calculation:
HOMO (eV): -10.717
F_max (eV/Å): 6.11
Electronic energy (a.u.): -21179.8910
Total charge: +1

=====

(2)
Entry from the OMol25 dataset: a 11-piece molecular cluster, C5H31NO11 overall at a distorted geometry (the ωB97M-V functional and the def2-TZVPD basis).

Last column: natural (NBO) charge in e.
Atoms and positions in Å:
C -2.3159 -0.1089 1.5798  -0.52
C -1.4795 -0.9313 2.1598  0.18
N -0.9278 -1.9140 1.3735  -0.91
C -0.6702 -0.2639 3.3017  -0.42
C 0.6562 0.4861 2.9273  -0.44
C 1.8084 -0.5535 3.0482  -0.08
O 1.5802 -1.9588 2.7978  -0.75
H -2.7158 0.6990 2.1849  0.21
H -2.8713 -0.0445 0.4546  0.18
H -0.7349 -2.7505 2.0298  0.38
H -1.5155 -2.2530 0.5122  0.43
H -1.3904 0.3572 3.6668  0.21
H -0.3822 -1.0356 4.0616  0.21
H 0.5309 0.7259 1.8841  0.18
H 0.6545 1.4386 3.3591  0.24
H 2.2026 -0.6169 4.1192  0.17
H 2.5608 -0.2806 2.3550  0.18
H 1.0847 -1.7797 1.9090  0.49
O -2.9617 2.9600 0.2499  -0.93
H -2.5055 2.0810 0.0404  0.46
H -3.5036 2.9455 -0.5988  0.47
O -2.5788 -2.1466 -1.0202  -0.95
H -2.6785 -2.6645 -1.9259  0.51
H -2.4158 -1.3159 -1.1261  0.47
O 2.1862 -1.1241 -3.0926  -0.94
H 1.6551 -1.8506 -3.3136  0.46
H 2.1203 -1.3816 -2.1772  0.48
O -1.2565 -0.7460 -3.5518  -0.97
H -1.9756 -0.0106 -3.6350  0.49
H -0.5286 -0.3941 -3.9737  0.47
O -1.6708 1.9589 -2.8600  -0.99
H -1.4978 1.3185 -2.1734  0.49
H -1.0738 2.6526 -2.7867  0.47
O 2.8523 0.4760 -0.4908  -0.99
H 2.4813 1.3472 -0.7813  0.49
H 3.2409 0.1103 -1.3136  0.48
O 1.2161 2.4472 -1.8734  -0.94
H 0.4631 2.5870 -1.3798  0.47
H 1.6400 3.2898 -1.9206  0.48
O -0.7599 0.1083 -1.1831  -0.99
H 0.1815 -0.3205 -1.4115  0.52
H -0.7618 0.0715 -0.2503  0.48
O 2.4489 3.0346 0.6013  -0.93
H 3.3112 2.9561 1.1245  0.49
H 2.0492 2.2847 0.5425  0.45
O 1.2810 -2.5760 -0.4358  -0.96
H 0.3867 -2.7763 -0.3337  0.48
H 1.7927 -3.2313 0.0128  0.49

Values from the calculation:
HOMO (eV): -8.806
Energy relative to the best compared isomer or geometry (same formula, charge and spin) (kJ/mol): 663.2
F_max (eV/Å): 10.76
Electronic energy (a.u.): -1091.3170
Structure (SMILES): C=C(N)CCCO.O.O.O.O.O.O.O.O.O.O
Total charge: 0

=====

(3)
Entry from the OMol25 dataset: a 12-piece molecular cluster, C43H119N15O14 overall at a distorted geometry (the ωB97M-V functional and the def2-TZVPD basis).

Last column: Mulliken charge in e.
Atoms and positions in Å:
C -9.1949 1.1865 -4.9103  -0.70
O -7.9531 0.7001 -4.3666  -0.34
C -6.7755 0.7309 -5.2123  -0.66
C -6.8306 -0.4741 -6.3106  0.38
C -6.8328 -1.8194 -5.5965  -1.35
N -5.7770 -0.3581 -7.2283  -0.73
H -9.7047 0.4016 -5.4689  0.28
H -9.1034 2.1298 -5.4487  0.31
H -9.7972 1.2915 -4.0079  0.25
H -6.7519 1.6901 -5.7294  0.34
H -5.8628 0.7362 -4.6164  0.34
H -7.6940 -0.4182 -6.9736  0.32
H -6.7654 -2.6269 -6.3256  0.40
H -7.6984 -1.9065 -4.9398  0.30
H -5.9666 -1.8575 -4.9360  0.30
H -5.9345 -1.1098 -7.8842  0.28
H -6.1384 0.4995 -7.6209  0.29
C -1.8685 -2.4629 8.0149  -0.76
O -1.8318 -3.8443 7.5161  -0.37
C -1.9219 -4.0112 6.0786  -0.68
C -1.6019 -5.4395 5.6850  0.71
C -0.1390 -5.7483 5.8057  -1.43
N -2.1090 -5.6575 4.2888  -0.72
H -2.8524 -2.0897 7.7305  0.31
H -0.9239 -1.9811 7.7626  0.32
H -1.8639 -2.3902 9.1025  0.25
H -2.8092 -3.5618 5.6327  0.38
H -1.2988 -3.2208 5.6603  0.31
H -2.1391 -6.1853 6.2708  0.21
H 0.0157 -6.8210 5.6896  0.35
H 0.2399 -5.5201 6.8019  0.33
H 0.5474 -5.1920 5.1673  0.33
H -2.1131 -6.6069 3.9443  0.24
H -3.0765 -5.3823 4.3793  0.23
C -8.0587 12.8843 2.4892  -0.69
O -7.7291 11.4472 2.4031  -0.31
C -6.4492 11.0836 2.8548  -0.52
C -6.1024 9.5993 2.4845  0.37
C -7.1863 8.5496 2.9034  -1.42
N -4.8106 9.0238 2.9722  -0.76
H -7.3001 13.4982 2.0036  0.30
H -8.1635 13.0941 3.5536  0.28
H -8.9336 13.0736 1.8673  0.25
H -5.6082 11.4899 2.2929  0.27
H -6.3363 11.1948 3.9332  0.31
H -5.8550 9.4968 1.4279  0.25
H -7.3325 8.5260 3.9833  0.36
H -6.8442 7.5452 2.6541  0.44
H -8.1006 8.8700 2.4039  0.33
H -4.7212 8.0811 2.6209  0.26
H -4.9406 8.8096 3.9507  0.28
C 4.2495 -7.4006 -0.2605  -0.76
O 5.4625 -8.0204 -0.7441  -0.36
C 6.4048 -7.1027 -1.3899  -0.74
C 7.6444 -7.9326 -1.8085  0.51
C 8.8783 -7.2336 -2.4003  -1.34
N 7.2646 -8.9928 -2.7559  -0.75
H 3.4525 -7.3880 -1.0039  0.28
H 4.3253 -6.4427 0.2540  0.31
H 3.8482 -8.0263 0.5367  0.27
H 5.9585 -6.5923 -2.2434  0.33
H 6.6866 -6.3098 -0.6971  0.40
H 7.8054 -8.4528 -0.8643  0.29
H 8.4779 -6.2793 -2.7426  0.34
H 9.3575 -7.8388 -3.1698  0.38
H 9.6252 -7.0481 -1.6284  0.31
H 6.3657 -9.3303 -2.4429  0.29
H 7.1658 -8.5487 -3.6577  0.22
C -4.5275 10.5074 10.7628  -0.71
O -3.4725 11.4440 11.0777  -0.34
C -3.9201 12.6308 11.6420  -0.76
C -2.8281 13.4310 12.4768  0.44
C -2.5809 12.5751 13.6844  -1.42
N -3.3254 14.7021 12.9293  -0.70
H -4.1020 9.6566 10.2307  0.24
H -5.1872 11.1039 10.1326  0.31
H -5.1550 10.1545 11.5812  0.30
H -4.3284 13.0883 10.7409  0.41
H -4.8412 12.4947 12.2087  0.37
H -1.9466 13.4367 11.8356  0.29
H -3.4067 12.3107 14.3450  0.35
H -1.9821 13.0815 14.4415  0.40
H -2.0653 11.6753 13.3489  0.35
H -4.0782 14.6352 13.5993  0.24
H -3.7331 15.3346 12.2557  0.25
C -4.9925 -9.4211 -5.3082  -0.70
O -4.8169 -10.4895 -4.3979  -0.31
C -4.5501 -10.1392 -3.0663  -0.89
C -3.1267 -10.3449 -2.7292  0.91
C -2.6155 -11.7522 -2.5422  -1.46
N -2.6981 -9.6538 -1.4941  -0.83
H -4.0200 -9.0613 -5.6445  0.25
H -5.6904 -8.7020 -4.8794  0.32
H -5.5074 -9.6978 -6.2282  0.26
H -5.0751 -9.2613 -2.6899  0.52
H -5.0650 -10.9499 -2.5507  0.23
H -2.5976 -9.7981 -3.5097  0.13
H -2.6410 -12.2229 -3.5250  0.34
H -3.1704 -12.4733 -1.9421  0.34
H -1.6323 -11.7882 -2.0731  0.35
H -2.9609 -8.7012 -1.7031  0.27
H -1.6903 -9.6318 -1.4315  0.27
C -0.1792 4.8272 -4.7878  -0.82
O -0.7230 4.3452 -3.5757  -0.34
C -1.3447 5.4335 -2.8812  -0.79
C -0.3229 6.5277 -2.4119  0.50
C 0.6493 6.1272 -1.2354  -1.36
N -0.9849 7.7344 -1.9136  -0.63
H 0.9085 4.8128 -4.8567  0.25
H -0.5849 5.7922 -5.0915  0.41
H -0.5730 4.0325 -5.4215  0.25
H -2.1433 5.8868 -3.4684  0.40
H -1.8236 5.0443 -1.9827  0.36
H 0.2333 6.7571 -3.3207  0.26
H 0.1522 5.9443 -0.2828  0.35
H 1.4051 6.8945 -1.0671  0.36
H 1.1521 5.2087 -1.5382  0.34
H -1.7053 7.9967 -2.5711  0.22
H -1.2803 7.7006 -0.9484  0.23
C -1.0116 -3.8758 -2.6716  -0.82
O -1.4896 -2.7208 -1.9357  -0.28
C -0.6805 -2.4324 -0.7805  -0.31
C -1.2616 -1.0574 -0.3921  -0.68
N -0.8836 -0.6105 0.9832  -0.36
C -1.5887 0.6484 1.2174  -0.74
C -1.4619 1.2473 2.6443  -0.36
O -2.6086 1.9783 2.7356  -0.26
C -2.7754 2.5568 4.0122  -0.78
H -1.6908 -4.0688 -3.5020  0.27
H -0.6850 -4.7353 -2.0862  0.29
H -0.1534 -3.4714 -3.2084  0.33
H 0.3886 -2.5472 -0.9597  0.39
H -1.0827 -3.0801 -0.0015  0.21
H -2.3401 -1.1884 -0.4804  0.32
H -1.0762 -0.2898 -1.1433  0.37
H -1.4070 -1.2584 1.5545  0.32
H -2.6697 0.6364 1.0779  0.33
H -1.1832 1.4351 0.5812  0.33
H -0.5275 1.8006 2.7376  0.31
H -1.3665 0.5277 3.4574  0.27
H -2.0238 3.3256 4.1919  0.31
H -2.6362 1.9169 4.8836  0.30
H -3.7816 2.9757 3.9980  0.25
C 11.8640 -0.2800 -0.0296  -0.86
O 12.1365 0.3716 1.1060  -0.26
C 13.0155 1.5076 0.8897  -0.54
C 13.0001 2.3152 2.2371  -0.81
N 11.6433 2.9077 2.4802  -0.40
C 10.8383 2.0172 3.4058  -0.29
C 9.3328 2.4664 3.5680  -0.67
O 8.4232 1.5861 2.7932  -0.30
C 7.0568 1.9255 2.9808  -0.73
H 11.0522 0.3512 -0.3910  0.36
H 11.3578 -1.1930 0.2840  0.26
H 12.6308 -0.4443 -0.7866  0.30
H 12.8174 2.0598 -0.0290  0.43
H 13.9835 1.0335 0.7274  0.39
H 13.6294 3.1985 2.1279  0.37
H 13.3204 1.5894 2.9845  0.34
H 11.2079 3.1461 1.6005  0.25
H 11.2307 2.0978 4.4195  0.26
H 11.0048 0.9612 3.1929  0.32
H 9.2207 3.4968 3.2309  0.38
H 9.0237 2.4995 4.6128  0.38
H 6.4045 1.4161 2.2715  0.25
H 6.9091 3.0044 2.9344  0.30
H 6.7248 1.4104 3.8822  0.27
N 0.6770 0.4660 -9.9246  -0.40
C 0.9761 -0.7058 -9.3815  0.68
N -0.0656 -1.2866 -8.8327  -0.35
O 2.0574 -1.2285 -9.5300  -0.65
H -0.2515 0.8319 -9.7694  0.15
H 1.3554 0.9007 -10.5336  0.21
H -0.0034 -2.1768 -8.3597  0.21
H -0.9112 -0.7344 -8.8490  0.14
N 4.1940 -5.5762 -8.0380  -0.32
C 5.5204 -5.5219 -7.8006  0.65
N 6.0316 -4.3343 -8.1250  -0.38
O 6.1144 -6.5082 -7.4234  -0.64
H 3.5894 -6.3850 -8.0180  0.19
H 3.7330 -4.7219 -8.3169  0.10
H 7.0394 -4.3047 -8.1850  0.22
H 5.4715 -3.6147 -8.5593  0.18
N 3.0105 -11.0482 -7.7325  -0.40
C 1.7466 -10.9911 -7.4243  0.65
N 1.1533 -12.1460 -7.4396  -0.33
O 1.2232 -9.9479 -7.0005  -0.68
H 3.5423 -10.2164 -7.5197  0.23
H 3.4580 -11.9536 -7.7469  0.18
H 0.1657 -12.3394 -7.3533  0.21
H 1.8627 -12.8621 -7.5022  0.14

Values from the calculation:
HOMO (eV): -8.484
Energy relative to the best compared isomer or geometry (same formula, charge and spin) (kJ/mol): 585.0
F_max (eV/Å): 5.58
Electronic energy (a.u.): -3583.9724
Structure (SMILES): COC[C@H](C)N.COC[C@H](C)N.COC[C@H](C)N.COC[C@H](C)N.COC[C@H](C)N.COC[C@H](C)N.COC[C@H](C)N.COCCNCCOC.COCCNCCOC.NC(N)=O.NC(N)=O.NC(N)=O
Total charge: 0